Entry one
# C4H12O3

A 4-piece molecular cluster, C4H12O3 overall (the ωB97M-V functional and the def2-TZVPD basis, the Open Molecules 2025 dataset).

The geometry in ORCA input format:
```
! wB97M-V def2-TZVPD RIJCOSX def2/J DEFGRID3
* xyz 0 1
O 4.241 0.411 -0.299
O 0.444 1.258 -2.062
C -0.964 -1.013 1.986
H 0.210 2.163 -2.202
H -2.036 1.007 -1.880
O -2.580 1.804 -1.827
H -2.380 2.389 -2.539
C -0.341 -2.619 0.329
C -1.213 0.164 2.597
H -0.710 -0.559 -0.074
H 4.388 1.127 0.346
H 4.609 0.816 -1.073
H -1.002 -1.854 2.684
C -0.461 -1.331 0.656
H -1.010 1.148 2.187
H 0.919 1.139 -1.231
H -0.514 -3.429 1.033
H 0.046 -2.895 -0.643
H -1.857 0.125 3.471
*
```

Calculated values
- E_LUMO (Eh) = 0.0180
- molar mass (g mol⁻¹) = 108.14
- gap between HOMO and LUMO (eV) = 9.20

Atomic partial charges in e from the Löwdin method, atoms 1 to 4: -0.06 -0.05 -0.22 0.02

---

Entry two
# C4H12O3

A 4-piece molecular cluster, C4H12O3 overall (the ωB97M-V functional and the def2-TZVPD basis, the Open Molecules 2025 dataset).

The geometry in ORCA input format:
```
! wB97M-V def2-TZVPD RIJCOSX def2/J DEFGRID3
* xyz 0 1
H -3.884 -0.877 0.224
H 5.235 1.741 -0.384
H 1.196 1.350 -1.763
C -2.819 -1.032 0.232
C 0.461 -1.808 1.887
O 1.642 0.563 -1.505
H -2.296 -0.696 -0.600
C -2.035 -1.511 1.249
H 0.112 -2.358 2.747
O -1.576 2.155 -1.705
O 4.694 1.452 -1.208
H 3.888 1.065 -0.875
H -1.243 2.719 -0.954
H -2.502 2.354 -1.634
H 1.385 -1.351 1.753
H -2.349 -1.967 2.132
C -0.574 -1.246 1.199
H 0.992 -0.212 -1.340
H -0.327 -0.339 0.545
*
```

Calculated values
- E_LUMO (Eh) = 0.0142
- molar mass (g mol⁻¹) = 108.14
- gap between HOMO and LUMO (eV) = 9.46

Atomic partial charges in e from the Löwdin method, atoms 1 to 4: 0.05 0.08 0.01 0.03

---

Entry three
# C4H12O3

A 3-piece molecular cluster, C4H12O3 overall (the ωB97M-V functional and the def2-TZVPD basis, the Open Molecules 2025 dataset).

The geometry in ORCA input format:
```
! wB97M-V def2-TZVPD RIJCOSX def2/J DEFGRID3
* xyz 0 1
O 1.941 -0.738 3.454
C -1.110 0.286 -1.233
C 0.690 1.369 0.059
C 0.073 0.884 -1.219
H -0.379 -2.212 1.521
H 0.671 0.862 -2.122
H -1.777 0.319 -0.381
O 1.382 0.278 0.744
H 1.694 -0.318 0.055
H -1.908 -1.258 -2.527
C -1.810 -0.181 -2.469
H 1.417 2.146 -0.145
O -0.942 -1.493 1.828
H 1.848 -0.010 2.824
H -1.223 0.060 -3.345
H 2.704 -1.221 3.098
H -2.762 0.331 -2.517
H -0.418 -0.711 1.605
H -0.092 1.608 0.770
*
```

Calculated values
- E_LUMO (Eh) = 0.0214
- molar mass (g mol⁻¹) = 108.14
- gap between HOMO and LUMO (eV) = 10.61

Atomic partial charges in e from the Löwdin method, atoms 1 to 4: -0.07 -0.16 -0.21 -0.11

---

Short version: entry three, entry one, entry two, most stable first.

---

Entry one
# C4H12O3

A 2-piece molecular cluster, C4H12O3 overall (the ωB97M-V functional and the def2-TZVPD basis, the Open Molecules 2025 dataset).

The geometry in ORCA input format:
```
! wB97M-V def2-TZVPD RIJCOSX def2/J DEFGRID3
* xyz 0 1
H 0.310 -0.465 0.812
H 0.316 -0.086 -0.873
H -1.645 1.596 -0.535
C 0.057 2.402 0.428
C -0.336 -0.100 0.012
H 1.804 -1.737 -0.652
H 1.418 -1.946 -2.176
H -2.122 -1.186 0.595
H 1.723 1.746 1.217
H 0.593 2.720 -0.473
O 2.131 -1.918 -1.536
O 0.962 2.258 1.520
H -1.869 -1.010 -1.211
C -0.937 1.285 0.236
H -0.510 3.290 0.740
H -0.711 -3.033 -0.791
O -0.817 -2.465 -0.024
C -1.415 -1.147 -0.229
H -1.517 1.176 1.143
*
```

Calculated values
- E_LUMO (Eh) = 0.0223
- molar mass (g mol⁻¹) = 108.14
- gap between HOMO and LUMO (eV) = 10.96

Atomic partial charges in e from the Löwdin method, atoms 1 to 4: 0.12 0.10 0.12 -0.28

---

Entry two
# C4H12O3

A 4-piece molecular cluster, C4H12O3 overall (the ωB97M-V functional and the def2-TZVPD basis, the Open Molecules 2025 dataset).

The geometry in ORCA input format:
```
! wB97M-V def2-TZVPD RIJCOSX def2/J DEFGRID3
* xyz 0 1
H 0.098 -1.565 -0.333
H -0.200 0.982 3.296
H 2.058 -0.792 -2.835
H -2.746 -0.365 -1.129
H -0.494 0.451 0.291
H 0.404 -3.006 0.655
H 1.101 1.732 -0.651
O 1.369 -1.427 -2.630
C -0.477 1.215 2.269
H 0.880 -1.050 -1.900
H 0.426 -1.200 2.693
H -2.288 1.000 -1.508
C 0.004 -1.119 1.697
C 0.166 -1.950 0.675
C -0.350 0.272 1.343
O -2.217 0.365 -0.782
H 1.873 2.456 -1.708
H -0.804 2.225 2.170
O 1.197 1.775 -1.614
*
```

Calculated values
- E_LUMO (Eh) = 0.0198
- molar mass (g mol⁻¹) = 108.14
- gap between HOMO and LUMO (eV) = 9.37

Atomic partial charges in e from the Löwdin method, atoms 1 to 4: 0.03 0.05 0.03 0.05

---

Entry three
# C4H12O3

A 3-piece molecular cluster, C4H12O3 overall (the ωB97M-V functional and the def2-TZVPD basis, the Open Molecules 2025 dataset).

The geometry in ORCA input format:
```
! wB97M-V def2-TZVPD RIJCOSX def2/J DEFGRID3
* xyz 0 1
H -0.740 0.978 -1.167
H 0.372 -0.964 -0.337
H -0.942 -0.273 1.720
O -1.721 -0.767 1.381
H 0.740 1.946 -0.919
H -0.292 1.536 0.443
H 2.412 -0.620 1.336
C 2.207 -0.145 -1.169
C 1.400 -0.201 1.199
H 2.728 -1.090 -1.056
H -2.089 -1.120 2.201
H -4.273 -0.206 -0.906
C 0.101 1.168 -0.501
H -3.109 -0.532 0.020
O 0.743 0.182 2.131
H 1.879 -0.065 -2.201
O -3.336 -0.427 -0.919
H 2.926 0.654 -0.992
C 0.996 -0.055 -0.264
*
```

Calculated values
- E_LUMO (Eh) = 0.0276
- molar mass (g mol⁻¹) = 108.14
- gap between HOMO and LUMO (eV) = 10.97

Atomic partial charges in e from the Löwdin method, atoms 1 to 4: 0.08 0.15 0.01 -0.06

---

Short version: entry three, entry one, entry two, most stable first.

---

Entry one
# C2H3IN2

One molecule with the formula C2H3IN2 (the ωB97M-V functional and the def2-TZVPD basis, the Open Molecules 2025 dataset).

The geometry in ORCA input format:
```
! wB97M-V def2-TZVPD RIJCOSX def2/J DEFGRID3
* xyz 0 1
I -2.376 -0.326 -1.847
N -0.871 1.651 0.104
C -0.636 -0.508 -0.641
C -0.236 0.521 0.243
H -0.453 2.410 0.619
N 0.320 -1.808 -0.923
H -0.221 -2.162 -1.604
H 0.564 0.389 0.887
*
```

Calculated values
- E_LUMO (spin up / spin down) (Eh) = -0.0538 / -0.0539
- molar mass (g mol⁻¹) = 181.96
- gap between HOMO and LUMO (spin up / spin down) (eV) = 7.99 / 7.99

Atomic partial charges in e from the Löwdin method, atoms 1 to 4: 0.82 0.08 -0.66 -0.33

---

Entry two
# C2H3IN2

C2H3IN2 as an isolated structure (the ωB97M-V functional and the def2-TZVPD basis, the Open Molecules 2025 dataset).

The geometry in ORCA input format:
```
! wB97M-V def2-TZVPD RIJCOSX def2/J DEFGRID3
* xyz 0 1
H 1.466 2.074 -0.289
C -0.048 -0.744 0.072
C 0.349 0.589 0.227
H -0.334 -2.434 -0.653
I -2.669 0.181 0.212
N 0.223 -1.882 -0.142
H -0.137 1.085 1.106
N 1.150 1.131 -0.532
*
```

Calculated values
- E_LUMO (Eh) = -0.0571
- molar mass (g mol⁻¹) = 181.96
- gap between HOMO and LUMO (eV) = 7.35

Atomic partial charges in e from the Löwdin method, atoms 1 to 4: 0.08 -0.31 -0.45 0.06

---

Entry three
# C2H3IN2

A 2-piece molecular cluster, C2H3IN2 overall (the ωB97M-V functional and the def2-TZVPD basis, the Open Molecules 2025 dataset).

The geometry in ORCA input format:
```
! wB97M-V def2-TZVPD RIJCOSX def2/J DEFGRID3
* xyz 0 1
N -0.477 1.114 -0.349
H -1.969 -1.520 -0.960
C -1.514 -1.057 -0.008
I 2.754 -0.367 0.111
H -1.763 -1.647 0.899
C 1.783 1.287 0.557
N -0.938 0.095 -0.112
H 2.123 2.095 -0.137
*
```

Calculated values
- E_LUMO (spin up / spin down) (Eh) = -0.0276 / -0.0276
- molar mass (g mol⁻¹) = 181.96
- gap between HOMO and LUMO (spin up / spin down) (eV) = 7.43 / 7.43

Atomic partial charges in e from the Löwdin method, atoms 1 to 4: 0.16 0.09 -0.06 0.73

---

Short version: entry two, entry one, entry three, most stable first.

---

Entry one
# C2H40O20

A 19-piece molecular cluster, C2H40O20 overall (the ωB97M-V functional and the def2-TZVPD basis, the Open Molecules 2025 dataset).

The geometry in ORCA input format:
```
! wB97M-V def2-TZVPD RIJCOSX def2/J DEFGRID3
* xyz -2 1
H 0.437 -0.701 -2.567
H -0.415 1.472 2.388
H -1.963 -3.134 -3.662
H -4.167 -0.699 0.680
H 0.765 -1.638 -3.823
O -0.359 1.651 -2.643
H 1.501 3.818 -0.466
H -1.274 3.514 0.068
O -1.257 -2.474 -3.607
H 3.225 0.149 -0.098
H -1.536 2.480 2.227
H -3.580 0.452 -2.288
O 3.201 0.176 0.850
O 1.561 -3.333 1.538
O 0.743 0.929 1.480
O -2.477 2.367 -0.918
H -1.635 -3.064 1.659
O -3.903 -1.508 1.075
O 2.887 1.070 3.551
H 0.959 -1.834 -0.797
H 1.508 -2.883 0.685
H 2.859 -0.995 -2.017
C -0.656 -0.276 -0.087
H -0.417 0.858 -2.061
O 1.728 -2.398 -0.902
O 1.506 3.466 1.588
H 2.435 3.595 1.915
H 1.473 2.507 1.623
O -1.907 -3.011 -0.342
H -1.981 -2.017 2.632
O 3.663 -0.553 -1.794
H 1.241 0.871 -0.502
O -0.868 4.262 0.541
H 2.284 0.424 1.121
H -1.914 2.058 -1.628
H 1.444 -3.061 -1.592
O 0.904 -1.405 3.157
H 0.304 1.421 -3.300
H 0.629 -0.729 2.500
H 3.564 0.279 -2.184
H -2.797 -2.662 -0.240
O -1.120 1.912 2.881
H -0.170 3.808 1.034
H 1.399 2.463 -0.808
O 1.764 3.294 -1.172
H 1.045 -2.094 2.505
H -3.556 -1.104 1.845
H -1.235 -1.972 -2.762
H 2.382 -3.754 1.483
O 1.074 -0.859 -3.269
O -0.684 -0.610 -1.447
O -1.588 -2.896 2.581
O -3.221 -0.367 -1.970
H -1.463 -2.127 -0.311
H -2.694 1.528 -0.559
H -1.683 -0.053 0.052
C 0.338 0.855 0.164
H -0.288 -1.211 0.370
H 2.475 1.450 4.319
H -2.335 -0.364 -1.633
H 2.157 0.931 2.974
H -0.311 1.725 -0.035
*
```

Calculated values
- E_LUMO (Eh) = 0.1687
- molar mass (g mol⁻¹) = 384.32
- gap between HOMO and LUMO (eV) = 7.68

Atomic partial charges in e from the Löwdin method, atoms 1 to 4: -0.05 -0.05 0.04 0.02

---

Entry two
# C2H40O20

A 19-piece molecular cluster, C2H40O20 overall (the ωB97M-V functional and the def2-TZVPD basis, the Open Molecules 2025 dataset).

The geometry in ORCA input format:
```
! wB97M-V def2-TZVPD RIJCOSX def2/J DEFGRID3
* xyz -2 1
H -1.994 -1.550 -3.335
H 0.097 1.618 1.858
H -1.462 -0.675 -0.644
H 3.209 1.737 0.046
O -0.859 1.662 0.483
H 0.987 0.888 0.452
H -1.771 2.671 1.882
H 1.079 -2.340 -2.224
O 1.984 -2.696 1.236
H -0.194 -4.145 -0.459
H -3.543 -2.267 0.033
H -2.424 1.028 -0.498
H -0.171 -2.618 -0.552
O -0.628 -3.352 -0.079
O 1.847 -0.541 3.052
H -0.999 -2.311 3.746
H 3.169 -1.038 -0.251
H 1.656 -1.351 2.528
O -1.487 -2.326 -2.962
O -2.231 -0.197 2.255
O -0.056 0.316 -3.471
O -0.894 -2.823 2.954
H 0.084 -0.137 -2.636
H 2.440 -3.266 0.648
H 4.746 0.655 1.336
O -3.310 1.341 -0.387
H 1.826 -0.841 3.944
H 1.804 3.475 0.213
H -1.419 2.608 -0.889
H 0.324 3.211 0.230
O 3.039 2.311 -0.722
H 0.749 0.852 -3.601
O 0.290 1.466 2.800
O 2.879 -0.538 -0.992
O -3.359 -2.923 -0.602
H -1.460 -2.419 2.350
H -2.137 2.517 -2.945
H -0.949 -1.785 -2.340
O 1.652 -2.786 -2.861
H -2.401 -3.139 -0.472
H 3.378 0.251 2.031
H -0.375 -1.097 0.761
H 2.832 1.685 -1.361
C -0.411 -0.614 -0.221
O -2.356 3.001 2.601
O 3.965 0.957 1.833
H 0.240 1.165 -1.117
O -1.553 3.470 -1.286
H 2.160 -2.089 -3.254
H 0.756 0.636 2.792
H -1.696 0.215 2.934
H 1.892 -0.545 -0.888
H 1.173 -2.480 0.811
C 0.026 0.821 -0.128
H -1.452 1.260 -3.341
H -1.969 0.291 1.469
O 0.996 3.836 0.477
H -1.786 2.740 3.338
H -0.743 3.524 -1.835
O -2.280 1.762 -3.483
H -3.302 2.213 -0.049
O 0.397 -1.297 -1.209
*
```

Calculated values
- E_LUMO (Eh) = 0.1593
- molar mass (g mol⁻¹) = 384.32
- gap between HOMO and LUMO (eV) = 7.46

Atomic partial charges in e from the Löwdin method, atoms 1 to 4: 0.06 -0.03 0.13 0.01

---

Short version: entry two, entry one, most stable first.

---

Entry one
# C3H4P2

One molecule with the formula C3H4P2 (the ωB97M-V functional and the def2-TZVPD basis, the Open Molecules 2025 dataset).

The geometry in ORCA input format:
```
! wB97M-V def2-TZVPD RIJCOSX def2/J DEFGRID3
* xyz 0 1
H -0.182 -1.457 1.586
P -0.701 1.062 -0.951
C -0.764 -0.672 -0.405
C 0.391 2.373 -0.398
P 0.724 3.888 -0.204
H -1.338 -1.409 -0.927
H 0.567 -2.117 -0.018
C 0.259 -1.251 0.570
H 1.043 -0.416 0.748
*
```

Calculated values
- E_LUMO (spin up / spin down) (Eh) = -0.0347 / -0.0347
- molar mass (g mol⁻¹) = 102.01
- gap between HOMO and LUMO (spin up / spin down) (eV) = 7.64 / 7.64

Atomic partial charges in e from the Löwdin method, atoms 1 to 4: 0.08 0.76 -0.43 -1.03

---

Entry two
# C3H4P2

One molecule with the formula C3H4P2 (the ωB97M-V functional and the def2-TZVPD basis, the Open Molecules 2025 dataset).

The geometry in ORCA input format:
```
! wB97M-V def2-TZVPD RIJCOSX def2/J DEFGRID3
* xyz 0 1
C -0.261 -1.273 0.673
H -0.954 -1.989 0.400
C -0.209 0.151 0.033
H -0.816 2.119 -0.378
H 0.125 1.104 -1.801
P 1.305 1.046 0.453
C -0.200 1.322 -0.780
H -0.194 -1.475 1.789
P 1.205 -1.006 -0.390
*
```

Calculated values
- E_LUMO (Eh) = 0.0129
- molar mass (g mol⁻¹) = 102.01
- gap between HOMO and LUMO (eV) = 8.13

Atomic partial charges in e from the Löwdin method, atoms 1 to 4: -0.41 0.01 -0.84 0.06

---

Short version: entry two, entry one, most stable first.